[1]
The following is a quantum chemistry calculation of 2 unconnected molecules or ions with the total composition C4H8ClN, from OMol25.

CARTESIAN COORDINATES (ANGSTROEM)
C 0.22675 -0.28683 -1.37731
C -0.02093 0.04081 0.03669
C 1.23491 0.99854 0.52654
C -1.57535 -0.09001 0.44437
H 0.18698 0.51988 -2.23266
H 1.22822 -0.94155 -1.13911
H -0.42729 -1.05208 -1.48476
H 1.32285 2.01150 0.09921
H 1.98996 0.34833 0.33388
H -2.14272 0.58923 1.27053
H -2.27429 -0.28902 -0.34194
H -0.22138 -2.19231 0.65128
N -0.58801 -0.85811 0.84211
Cl 1.06031 1.20162 2.37117

Force components x, y, z for each atom (eV/Å):
C 3.6649 0.1920 -0.0546
C 0.1038 5.2012 -0.5220
C -5.0218 0.4853 2.0838
C -3.1025 4.7862 0.8495
H 0.5328 -1.7028 1.9622
H -1.4787 1.6937 -1.8622
H -2.3087 -2.2385 -1.5868
H -0.1759 -0.7887 0.0181
H 2.8174 -1.2983 -0.2801
H 1.5624 -1.5168 -1.6748
H -0.0371 -0.3591 -0.8167
H -2.0115 4.6458 0.4743
N 4.9935 -9.1486 2.7468
Cl 0.4613 0.0486 -1.3373

Values from the calculation:
Kohn-Sham gap = 0.36173 Ha
E_LUMO = 0.71 eV
Net charge = 0

natural (NBO) atomic charge list, values in e, 2 entries: -0.635 0.130

=====

[2]
The following is a quantum chemistry calculation of C2H2N4O2 in the gas phase, from OMol25.

CARTESIAN COORDINATES (ANGSTROEM)
H 1.60404 1.75324 1.47783
N 2.11561 0.97651 0.90113
C 1.15848 0.05115 0.49635
N -0.36597 0.20450 0.72147
C -1.03017 -0.22956 -0.27888
O -2.34080 0.03773 -0.67875
N -0.57016 -0.92302 -1.30393
N 0.62964 -1.24891 -1.33014
O 1.56035 -0.84218 -0.33593
H -2.76103 0.22056 0.33085

Force components x, y, z for each atom (eV/Å):
H 0.9580 -2.0547 -1.0965
N -5.6072 -2.4198 -0.2538
C 0.7879 7.1982 3.3962
N 2.0091 -0.2546 -0.5556
C -2.1293 2.5522 0.7512
O -0.2061 0.4631 6.9722
N 4.6679 -2.4135 -2.4188
N -0.9224 -0.9434 -1.3799
O -0.4689 -1.9403 -1.3128
H 0.9110 -0.1873 -4.1023

Values from the calculation:
Kohn-Sham gap = 0.31347 Ha
E_LUMO = -1.53 eV
Net charge = 0
SMILES = [H]/N=c1\nc(O)nno1

natural (NBO) atomic charge list, values in e, 2 entries: 0.355 -0.664

=====

[3]
The following is a quantum chemistry calculation of 3 unconnected molecules or ions with the total composition H7O3, from OMol25.

CARTESIAN COORDINATES (ANGSTROEM)
O -0.14139 -1.49717 -1.15872
H -0.46706 -2.38613 -0.98396
H 0.18731 -1.50843 -2.03965
O -0.86387 1.33722 1.22651
H -1.49733 0.72468 1.50207
H -0.98029 2.12057 1.73128
O 1.05396 0.47892 -0.24395
H 0.36258 1.05944 0.28339
H 1.78499 0.10212 0.24618
H 0.56110 -0.43122 -0.56314

Force components x, y, z for each atom (eV/Å):
O -0.2585 0.1398 0.7649
H 0.0023 -0.0668 0.3678
H 0.3303 -0.0976 -1.5131
O 1.9696 0.6141 -1.5036
H -1.6176 -1.5754 0.6556
H -0.1712 1.1875 0.6931
O -1.2487 -0.7601 -0.7716
H 0.5076 -0.9122 0.2584
H 0.6261 0.5679 0.8590
H -0.1399 0.9029 0.1895

Values from the calculation:
Kohn-Sham gap = 0.50366 Ha
E_LUMO = -3.67 eV
Net charge = +1

natural (NBO) atomic charge list, values in e, 2 entries: -0.924 0.534

=====

[4]
The following is a quantum chemistry calculation of 3 unconnected molecules or ions with the total composition C3H11NO3, from OMol25.

CARTESIAN COORDINATES (ANGSTROEM)
C 1.44861 0.04123 1.58846
N 0.34499 -0.59653 0.93069
C 0.60690 -1.92704 0.38397
C -0.88637 -0.04927 0.95282
O -1.22411 0.84431 1.70466
H 2.18974 0.37327 0.85621
H 1.95174 -0.68677 2.22762
H 1.13533 0.93398 2.11520
H 0.50436 -2.65177 1.18333
H 1.57088 -1.91183 -0.11221
H -0.13298 -2.15791 -0.39216
H -1.54804 -0.42475 0.16086
O -1.36827 0.54337 -3.35042
H -0.76285 1.19345 -2.97878
H -2.11330 0.67266 -2.74524
O -0.59860 2.17608 -0.87212
H -0.10783 1.78400 -1.57917
H -1.01020 1.84353 -0.07372

Force components x, y, z for each atom (eV/Å):
C 0.6434 0.0150 0.1003
N -0.1967 -0.3058 -0.4831
C -0.8885 0.9032 -0.5453
C 0.4111 -0.3771 0.0966
O -0.2134 0.5430 -0.1787
H -0.0168 -0.1189 -0.1845
H -0.0461 0.2516 0.3347
H -0.2049 -0.1724 0.3093
H 0.4198 -0.3630 -0.0001
H 0.2554 -0.2946 0.2105
H 0.0248 0.0399 0.2060
H -0.1822 -0.4309 0.1314
O -0.1569 0.1624 0.4942
H -0.0219 -0.0868 -0.5881
H -0.0737 -0.2042 -0.2874
O -0.4626 2.7722 -0.4013
H 0.2288 -1.2418 0.9927
H 0.4802 -1.0917 -0.2072

Values from the calculation:
Kohn-Sham gap = 0.37809 Ha
E_LUMO = 0.54 eV
Net charge = 0
SMILES = CN(C)C=O.O.O

natural (NBO) atomic charge list, values in e, 2 entries: -0.420 -0.429

=====

[5]
The following is a quantum chemistry calculation of a gas-phase ion, C5H15N2 (charge +1), from OMol25.

CARTESIAN COORDINATES (ANGSTROEM)
C 0.94586 0.87065 -2.26079
C 0.07390 1.63987 -1.24882
C -1.17172 0.89485 -0.86666
N -0.85863 -0.32589 0.03696
C -0.29301 0.01012 1.36392
C 0.42109 -1.12094 2.11677
N 0.55932 -2.29350 1.22828
H 0.36523 0.05120 -2.69992
H 1.27280 1.54800 -3.04870
H 1.83797 0.39408 -1.85679
H -0.27732 2.55694 -1.71848
H 0.66135 1.93416 -0.38500
H -1.84654 0.46058 -1.60362
H -1.79270 1.48673 -0.20057
H -0.22792 -0.95674 -0.46018
H -1.73947 -0.78975 0.24557
H 0.24843 0.95458 1.30895
H -1.09336 0.38003 1.99122
H 1.35917 -0.75011 2.52549
H -0.18607 -1.43174 2.96177
H 0.23681 -3.13172 1.68385
H 1.50479 -2.38142 0.88676

Force components x, y, z for each atom (eV/Å):
C -0.1831 -0.1976 -0.0800
C 0.1670 -0.3401 -1.1070
C -0.4999 -0.7730 2.1179
N 0.0497 0.7730 -0.0866
C -0.0686 1.5800 1.0816
C -0.1619 -0.8284 -0.6876
N 0.0740 0.8738 0.1068
H 0.0498 0.2362 -0.2815
H 0.0071 -0.2258 -0.0583
H 0.0280 0.1904 0.3039
H 0.0323 0.1250 0.0542
H -0.1539 0.1015 0.1550
H 0.5145 0.3895 -0.6122
H -0.1668 0.3656 -0.0956
H -0.1393 -0.4695 0.2506
H 0.1193 -0.4838 -0.5098
H 0.7268 -0.4740 -0.5130
H -0.7625 -0.3110 -0.0422
H 0.1043 -0.0785 -0.1163
H -0.0798 0.1452 0.0764
H 0.3104 -0.1889 -0.0814
H 0.0324 -0.4096 0.1249

Values from the calculation:
Kohn-Sham gap = 0.40370 Ha
E_LUMO = -2.99 eV
Net charge = +1
SMILES = CCC[NH2+]CCN

natural (NBO) atomic charge list, values in e, 2 entries: -0.629 -0.445

=====

[6]
The following is a quantum chemistry calculation of 2 unconnected molecules or ions with the total composition C5H11N3, from OMol25.

CARTESIAN COORDINATES (ANGSTROEM)
C 0.27332 0.45897 2.11644
C 1.39737 -0.75370 -1.68655
C -1.04222 0.87663 2.51163
C -0.11609 -1.93331 -0.30832
C -0.19354 1.49565 -1.42373
N 1.31681 0.11734 1.79911
N 0.27965 -0.72464 -1.01014
N -0.55519 0.24408 -0.83142
H 1.77430 0.10686 -2.19808
H 1.97821 -1.65419 -1.67382
H -0.99639 1.45072 3.43567
H -1.66639 -0.00292 2.66013
H -1.46625 1.47937 1.70891
H 0.57029 -2.11474 0.51966
H -1.12163 -1.76648 0.07446
H -0.10669 -2.79360 -0.97573
H -0.17692 1.45142 -2.52094
H -0.94048 2.22646 -1.11848
H 0.79183 1.83608 -1.07879

Force components x, y, z for each atom (eV/Å):
C 0.2399 -0.0541 -0.0310
C 0.3476 0.0568 -0.1696
C -0.5554 0.1900 0.0327
C -0.2606 -0.6697 0.4952
C 0.2092 -0.2391 0.0126
N 0.6199 -0.1675 -0.0325
N 0.1904 0.3205 -0.3434
N -0.8656 0.1820 0.4245
H -0.1200 0.2896 -0.0372
H -0.0092 -0.2209 0.0593
H -0.0379 0.0066 -0.0232
H -0.0745 0.0493 0.0156
H -0.0803 -0.0211 0.0780
H -0.0330 0.1128 -0.0883
H 0.1508 -0.0315 -0.0849
H 0.0200 0.1239 -0.0868
H 0.1004 0.0175 -0.1060
H 0.0126 -0.0086 -0.0656
H 0.1458 0.0634 -0.0493

Values from the calculation:
Kohn-Sham gap = 0.30959 Ha
E_LUMO = 0.94 eV
Net charge = 0

natural (NBO) atomic charge list, values in e, 2 entries: 0.313 -0.332

=====

[7]
The following is a quantum chemistry calculation of a molecular structure, C41H42ClGe2N3OS2SiW, from OMol25.

CARTESIAN COORDINATES (ANGSTROEM)
W 0.27827 -1.34757 -1.04408
C -4.29514 -3.91682 -2.15832
S -3.16572 -4.79653 -1.06386
C -1.77295 -3.75746 -0.99821
S -1.77450 -2.22739 -1.88583
N -0.81275 -4.20600 -0.26708
N 0.27515 -3.36375 -0.22943
C 1.35051 -3.73412 0.37945
C 2.48148 -2.83483 0.29796
C 3.71200 -3.27428 0.66459
C 4.85164 -2.41800 0.42375
C 4.69119 -1.26262 -0.22596
C 3.35273 -0.77423 -0.72049
N 2.23825 -1.61531 -0.28971
H -5.18865 -4.53818 -2.18700
H -3.88861 -3.83416 -3.16287
H -4.54965 -2.93486 -1.76626
H 1.43561 -4.71877 0.82571
H 3.81652 -4.24390 1.12886
H 5.83669 -2.73182 0.74011
H 5.54018 -0.62974 -0.45242
H 3.36900 -0.79497 -1.82516
C 2.11878 3.12865 -4.51166
Ge 1.18990 1.40564 -4.61322
C 2.37161 0.05909 -5.36755
C -0.44947 1.58902 -5.65701
Ge 0.32487 0.74312 -2.40532
C 3.11722 0.66976 -0.31973
C 3.20641 1.69359 -1.26094
C 3.05372 3.02142 -0.86406
C 2.80035 3.32290 0.46268
C 2.70405 2.30061 1.40083
C 2.86104 0.98411 1.00933
C -0.91174 2.09540 -1.74442
C -2.12775 1.66088 -1.20754
C -3.06858 2.57175 -0.75148
C -2.78715 3.93051 -0.78812
C -1.57776 4.37791 -1.30715
C -0.65428 3.46726 -1.79916
H 3.15462 2.99776 -4.82427
H 2.11692 3.56102 -3.51625
H 1.63996 3.83370 -5.19014
H 2.61575 0.34515 -6.39146
H 1.89847 -0.92039 -5.37420
H 3.29922 -0.01040 -4.79946
H -0.18751 1.95846 -6.64898
H -1.13126 2.29979 -5.19022
H -0.95887 0.63276 -5.76967
H 3.44754 1.45637 -2.29327
H 3.16119 3.81854 -1.58743
H 2.68599 4.35354 0.77151
H 2.50850 2.53245 2.43895
H 2.80170 0.18658 1.73826
H -2.34979 0.60012 -1.13656
H -4.00783 2.21750 -0.34743
H -3.51050 4.64323 -0.41432
H -1.36224 5.43803 -1.34228
H 0.27200 3.83411 -2.22220
O -0.38624 -0.58999 0.46238
Si -1.02082 -0.47062 2.06358
C -0.52141 1.16672 2.76394
C -0.18712 1.26798 4.11857
C 0.05307 2.50487 4.70256
C -0.05633 3.66082 3.94271
C -0.39300 3.57846 2.59842
C -0.61377 2.34172 2.01239
C -0.22803 -1.90241 2.93911
C -0.90920 -3.08992 3.21984
C -0.24619 -4.17807 3.77122
C 1.10740 -4.09317 4.06266
C 1.79886 -2.91490 3.81163
C 1.13468 -1.83449 3.25352
C -2.85859 -0.59108 1.86248
C -3.46185 -1.70917 1.27339
C -4.83655 -1.77781 1.11574
C -5.63572 -0.72243 1.53593
C -5.05760 0.39604 2.11671
C -3.67985 0.45967 2.27976
H -0.11728 0.37454 4.72813
H 0.31241 2.56677 5.75121
H 0.11639 4.62633 4.40062
H -0.48076 4.47785 2.00203
H -0.86412 2.29604 0.96147
H -1.96967 -3.17079 3.02024
H -0.78998 -5.08956 3.98118
H 1.62068 -4.93939 4.50096
H 2.85038 -2.83768 4.05679
H 1.68053 -0.91540 3.07542
H -2.85784 -2.54583 0.94492
H -5.28649 -2.66053 0.67869
H -6.71013 -0.77668 1.41764
H -5.68034 1.21430 2.45405
H -3.24027 1.33651 2.74101
Cl 1.36845 -2.30334 -2.98072

Force components x, y, z for each atom (eV/Å):
W 2.2141 -1.9294 1.6792
C 0.0137 0.0089 -0.0223
S -0.1087 -0.0320 -0.0131
C 0.0432 -0.2066 0.0945
S 0.0684 -0.0211 0.0678
N 0.0408 0.0641 -0.1083
N -0.0689 0.4260 -0.0097
C 0.2536 0.1052 -0.3148
C 0.2645 -0.5684 0.0039
C -0.2964 0.1609 0.0451
C 0.0269 0.0661 -0.0486
C -0.0831 -0.0706 0.1018
C -0.0432 -0.0481 -0.4237
N -1.8235 0.1531 -0.0938
H -0.0093 0.0069 0.0010
H -0.0019 -0.0026 -0.0036
H -0.0157 -0.0074 0.0091
H -0.1089 0.0514 0.1182
H 0.0339 -0.0061 -0.0180
H -0.0002 -0.0181 0.0176
H -0.0103 0.0290 0.0092
H 0.1352 -0.0072 0.0234
C 0.0014 0.0144 -0.0133
Ge 0.1041 0.0093 -0.0439
C 0.0040 -0.0728 0.0350
C -0.0860 -0.0239 0.0479
Ge -0.1111 1.3613 -0.6317
C -0.0147 -0.0523 -0.0605
C -0.1003 -0.0011 0.0019
C -0.0162 -0.0111 -0.0116
C -0.0215 0.0262 0.0083
C -0.0346 0.0180 0.0008
C 0.0107 0.0425 0.0191
C 0.1127 -0.0818 -0.0320
C -0.0519 -0.0901 -0.0012
C -0.0118 0.0249 0.0038
C 0.0176 -0.0222 -0.0165
C 0.0154 -0.0227 -0.0050
C -0.0244 0.0771 -0.0350
H 0.0054 -0.0054 -0.0014
H -0.0151 0.0293 0.0528
H -0.0014 0.0128 -0.0140
H 0.0024 0.0306 -0.0036
H 0.0157 0.0227 -0.0291
H 0.0012 -0.0132 0.0055
H 0.0048 -0.0017 -0.0099
H -0.0018 0.0050 -0.0101
H -0.0104 -0.0079 -0.0094
H 0.0302 -0.0075 0.0062
H -0.0077 0.0146 -0.0160
H 0.0012 0.0055 0.0069
H -0.0317 0.0272 0.0398
H 0.0158 -0.0165 -0.0171
H -0.0098 0.0296 0.0190
H -0.0084 -0.0074 0.0052
H -0.0047 0.0041 -0.0006
H 0.0044 -0.0018 0.0047
H 0.0408 -0.0004 0.0002
O -0.1285 0.2134 -0.2071
Si 0.0152 0.0200 -0.0709
C 0.0200 0.0317 0.0666
C 0.0223 0.0250 -0.0379
C -0.0085 -0.0176 -0.0146
C 0.0053 0.0097 0.0234
C 0.0435 -0.0066 -0.0528
C 0.0103 0.0121 0.0581
C 0.0435 -0.0725 -0.0112
C 0.0199 0.0123 0.0048
C -0.0231 0.0021 0.0034
C 0.0134 0.0018 0.0098
C -0.0248 0.0054 0.0186
C -0.0253 0.0236 0.0260
C -0.0354 0.0007 -0.0735
C 0.0035 0.0226 0.0601
C 0.0047 -0.0149 -0.0054
C -0.0137 0.0000 -0.0148
C 0.0173 -0.0010 0.0193
C -0.0112 -0.0008 0.0039
H 0.0049 -0.0176 0.0071
H 0.0024 -0.0040 0.0030
H 0.0013 0.0011 -0.0011
H 0.0043 0.0107 -0.0042
H -0.0200 -0.0029 -0.0638
H -0.0297 0.0027 -0.0364
H -0.0048 -0.0050 -0.0004
H 0.0005 -0.0055 0.0036
H 0.0071 0.0027 -0.0103
H -0.0019 -0.0071 -0.0057
H 0.0030 -0.0116 0.0370
H 0.0041 -0.0076 -0.0057
H -0.0028 -0.0010 0.0000
H 0.0008 0.0100 0.0000
H -0.0021 0.0074 -0.0030
Cl -0.2641 0.2915 -0.1363

Values from the calculation:
Kohn-Sham gap (alpha / beta) = 0.21282 / 0.18048 Ha
2S+1 = 2
Expectation value of S² = 0.7632
E_LUMO (alpha / beta) = -4.17 / -5.11 eV
Net charge = +1

Mulliken atomic charge list, values in e, 2 entries: -1.224 -0.808

=====

[8]
The following is a quantum chemistry calculation of 2 unconnected molecules or ions with the total composition C3H5N3O, from OMol25.

CARTESIAN COORDINATES (ANGSTROEM)
N -1.77177 -0.85242 0.95489
C -0.62974 -1.51299 1.19717
N 0.38673 -2.03173 1.42633
C 1.62636 0.50668 -0.02374
O 1.81917 -0.58135 -0.71217
C 0.72152 1.42385 -0.74632
N -0.54907 1.32093 -0.66270
H -2.54338 -1.43872 0.66768
H -1.60544 -0.03400 0.35659
H 2.32588 -1.20272 -0.15796
H 1.23170 2.28122 -1.20744
H -1.01194 2.12126 -1.09232

Force components x, y, z for each atom (eV/Å):
N 0.1292 -0.0525 -0.0181
C 0.8923 -0.5370 0.2007
N -1.0739 0.4805 -0.1893
C -0.0824 -0.2307 -0.3885
O 0.0003 0.2858 0.3881
C -0.1779 0.0506 0.0906
N 0.3025 0.1597 -0.0545
H 0.0908 0.0346 0.0336
H 0.0084 -0.0650 0.0254
H -0.1085 0.0520 -0.1047
H -0.0522 -0.0758 0.0196
H 0.0714 -0.1023 -0.0031

Values from the calculation:
Kohn-Sham gap = 0.34445 Ha
E_LUMO = 0.34 eV
Net charge = 0

natural (NBO) atomic charge list, values in e, 2 entries: -0.871 0.445

=====

Results for energy above the lowest of the compared OMol25 structures with the same formula, charge and spin: 4.691 6.011 0.394 1.838 0.824 2.884 0.651 4.289 (in eV, following the order of the records).
Results for max |F|: 10.8 8.0 2.6 2.8 2.3 1.0 3.4 1.2 (in eV/Å, following the order of the records).